1.
Molecular formula: C45H95BrClF5N5O4S
Method: DFT, wB97M-V/def2-TZVPD

The total charge is +1. As for the LUMO energy: -4.297 eV.

Structure (XYZ):
```
157
Properties=species:S:1:pos:R:3:forces:R:3
C 1.94856 -1.03067 -0.84481 -0.169 0.315 0.137
C 2.48901 0.29565 -1.37766 0.472 -0.471 0.172
C 3.98020 0.53683 -1.11567 -0.107 0.243 0.293
C 4.47094 0.29051 0.32911 0.135 -0.118 -0.175
C 5.11100 1.53025 0.96036 0.005 -0.120 -0.017
C 4.16655 2.73151 1.03943 0.131 0.057 -0.240
C 2.79693 2.40792 1.65035 0.269 -0.004 0.435
C 2.14900 3.55469 2.46175 -0.087 -0.056 -0.625
C 0.80799 3.97773 1.83135 0.015 -0.085 0.131
C -0.41325 3.35844 2.51365 0.095 -0.063 -0.174
C -1.73135 3.97140 2.04079 0.308 0.118 0.025
C -1.76095 3.95912 0.48796 -0.340 0.232 0.082
C -3.07455 3.61220 -0.08029 -0.187 0.218 -0.272
N -3.71932 4.39260 -0.88073 0.462 -0.445 0.243
C -5.03175 3.86875 -1.32617 0.070 0.173 -0.052
O -5.94545 4.38192 -0.44298 0.207 0.245 -0.142
Br -5.32547 4.50276 -3.14638 0.097 -0.179 0.299
C -4.74995 2.33556 -1.19526 0.459 0.803 0.016
S -6.27233 1.33663 -1.15207 -0.384 -0.084 0.572
O -7.27702 2.11874 -0.49000 0.394 -0.442 -0.522
O -5.94848 0.00678 -0.74393 0.124 0.387 0.000
C -6.92455 1.10744 -2.91851 -0.132 -0.172 0.160
F -7.80409 0.11825 -2.71873 0.022 0.214 -0.107
F -7.57268 2.20914 -3.30344 0.105 -0.117 0.005
C -5.90651 0.64890 -4.01739 0.076 0.238 0.248
F -5.57794 1.66316 -4.80682 -0.027 0.221 -0.077
F -6.41050 -0.32022 -4.74064 -0.158 -0.227 -0.187
F -4.78086 0.21509 -3.43378 0.079 -0.148 0.103
C -3.85791 2.30086 0.11927 -0.150 -0.178 -0.137
O -4.70112 2.38790 1.23287 0.443 -0.401 0.243
C -2.78799 1.13258 0.25148 -0.523 -0.267 -0.018
Cl -2.54906 0.72913 1.96267 -0.130 -0.130 0.278
C -2.96844 -0.14202 -0.59438 0.441 -0.333 0.102
C -3.42982 -1.41528 0.11632 -0.172 0.058 -0.299
H 0.93485 -1.20097 -1.21546 -0.001 -0.070 -0.089
H 2.57570 -1.87031 -1.14751 0.012 -0.045 0.025
H 1.87053 -1.02256 0.24486 0.106 -0.133 -0.013
H 1.88077 1.12058 -0.99115 0.014 0.002 0.049
H 2.33516 0.30456 -2.46248 1.006 -0.595 2.260
H 4.18717 1.58224 -1.36342 0.064 -0.063 -0.166
H 4.56846 -0.04925 -1.82675 -0.026 -0.130 0.067
H 5.21266 -0.51207 0.32751 -0.021 0.014 0.033
H 3.65606 -0.07959 0.95495 -0.007 0.102 -0.011
H 5.98172 1.79829 0.35326 0.007 0.086 0.076
H 5.49689 1.28594 1.95531 -0.109 -0.020 -0.004
H 4.64600 3.54302 1.59253 0.035 -0.088 0.071
H 4.04751 3.10594 0.01705 -0.173 0.183 0.119
H 2.91368 1.53095 2.29237 -0.079 -0.005 -0.006
H 2.11609 2.12801 0.84524 0.011 -0.245 0.097
H 2.81825 4.41576 2.46168 0.028 -0.025 0.133
H 2.00219 3.23921 3.49530 0.006 0.139 0.044
H 0.70448 5.06584 1.77548 0.013 0.027 0.188
H 0.84813 3.61262 0.80005 -0.084 0.303 -0.092
H -0.32057 3.44673 3.59779 -0.111 0.057 -0.007
H -0.45153 2.28969 2.27782 0.146 0.036 0.182
H -1.79205 5.00985 2.37677 -0.146 -0.053 -0.032
H -2.57331 3.41612 2.45412 0.032 0.062 0.009
H -1.05866 3.20905 0.12769 0.010 -0.007 0.064
H -1.43271 4.90864 0.06165 0.038 0.004 0.061
H -3.35900 5.29284 -1.17850 -0.175 0.135 0.009
H -6.69809 4.78997 -0.88846 -0.129 -0.181 0.009
H -4.08527 2.09759 -2.02734 -0.317 -0.399 -0.181
H -4.92947 3.29021 1.47917 -0.188 0.095 -0.179
H -1.82120 1.54206 -0.01128 -0.100 0.129 -0.357
H -1.98123 -0.35479 -1.01677 -0.079 0.077 -0.038
H -3.61468 0.04914 -1.43975 -0.121 0.124 -0.076
H -4.31339 -1.25389 0.72685 0.036 0.017 0.139
H -2.62642 -1.85466 0.70476 -0.090 0.029 0.119
H -3.71014 -2.13672 -0.65376 0.054 -0.030 0.045
C -2.25668 -3.37253 4.16523 -0.072 0.038 0.082
C -2.28897 -4.71158 3.44776 0.023 0.042 0.015
N -1.43541 -4.72458 2.27240 -0.026 0.017 -0.032
C -1.67844 -5.85044 1.38711 -0.048 -0.076 -0.097
C -1.40270 -7.26115 1.91826 0.021 0.000 -0.050
C -0.04272 -4.38234 2.51184 0.121 0.083 0.032
C 0.73029 -5.19408 3.55787 0.038 0.009 -0.044
H -2.45711 -2.55583 3.46857 0.025 0.002 -0.020
H -3.01639 -3.34636 4.94745 0.007 -0.012 0.012
H -1.29225 -3.18986 4.64131 0.008 0.006 -0.006
H -3.30940 -4.90993 3.10976 0.003 -0.020 -0.030
H -2.04412 -5.50756 4.16815 0.001 0.002 -0.010
H -1.09584 -5.69119 0.47547 0.035 0.017 0.017
H -2.72856 -5.79729 1.08201 -0.013 0.013 0.048
H -0.33693 -7.45976 2.02271 0.003 0.016 0.036
H -1.80261 -7.99895 1.22053 -0.005 0.003 -0.003
H -1.88027 -7.43175 2.88345 -0.004 0.009 0.011
H -0.00001 -3.32876 2.80470 -0.038 -0.002 0.014
H 0.47818 -4.43523 1.55247 -0.020 -0.050 -0.021
H 0.18537 -5.26397 4.50039 -0.011 0.010 0.006
H 1.68281 -4.70365 3.76831 0.002 0.004 -0.005
H 0.95275 -6.20472 3.22003 -0.047 -0.019 0.023
C 5.86611 0.33372 -5.63975 -0.001 0.010 -0.006
C 5.04725 -0.89958 -5.28982 0.315 0.113 -0.001
N 3.61799 -0.68402 -5.42700 1.873 -1.365 0.053
C 2.81070 -1.70433 -4.78558 -0.038 -1.361 0.141
C 2.88689 -3.14312 -5.30818 0.131 0.071 -0.008
C 3.17520 -0.24242 -6.73889 2.608 -1.628 -5.194
C 3.54133 -1.10699 -7.95053 0.461 -0.010 0.117
H 5.50736 1.20189 -5.08461 -0.001 0.013 0.002
H 6.91231 0.16944 -5.38095 -0.013 -0.009 0.003
H 5.82686 0.56573 -6.70447 -0.007 -0.006 0.005
H 5.23365 -1.15969 -4.24398 -0.065 -0.020 0.005
H 5.41042 -1.75042 -5.88692 -0.094 0.030 0.010
H 1.76771 -1.37282 -4.81211 0.862 -0.995 -0.201
H 3.09023 -1.70915 -3.72573 0.088 0.022 -0.009
H 2.40004 -3.25478 -6.27611 0.038 0.019 -0.027
H 2.37861 -3.81229 -4.61121 0.004 0.028 0.017
H 3.91730 -3.48734 -5.39957 0.011 -0.044 -0.025
H 3.57254 0.76257 -6.90791 0.020 -0.004 0.120
H 2.08937 -0.11976 -6.69503 2.027 -1.124 -3.252
H 4.60385 -1.35195 -7.96644 0.090 -0.112 -0.136
H 3.32027 -0.56007 -8.86882 -0.017 0.032 0.039
H 2.97848 -2.03846 -7.98306 0.012 -0.030 0.051
C -1.13928 3.26779 -2.87792 -0.050 0.178 -0.038
C -0.08922 2.54497 -3.70744 -0.041 -0.133 0.028
N -0.13913 1.11136 -3.49751 -0.111 0.120 0.510
C 1.05966 0.40776 -3.93804 -1.163 0.925 -1.216
C 1.40024 0.42840 -5.43022 -3.286 2.204 3.617
C -1.40667 0.47688 -3.81638 -0.106 0.079 -0.071
C -1.96991 0.67341 -5.22863 -0.017 -0.066 0.009
H -1.06238 2.93455 -1.84281 0.025 -0.082 -0.031
H -0.97349 4.34778 -2.90987 -0.007 0.002 -0.011
H -2.15696 3.08083 -3.23191 0.000 -0.031 -0.076
H 0.89657 2.88559 -3.38248 0.047 -0.017 -0.026
H -0.18755 2.84523 -4.76168 -0.012 -0.025 0.001
H 0.98067 -0.62815 -3.59963 -0.290 0.318 0.263
H 1.90144 0.83329 -3.38358 -0.929 0.655 -1.815
H 0.71934 -0.18627 -6.01766 -0.513 0.015 0.087
H 2.40413 0.02750 -5.57650 -3.381 2.913 4.197
H 1.39023 1.43985 -5.83880 -0.096 0.156 -0.005
H -2.15778 0.82886 -3.09685 0.051 0.024 -0.072
H -1.29889 -0.59024 -3.61141 0.030 -0.043 -0.006
H -1.98650 1.72547 -5.51997 0.005 0.008 0.011
H -2.99623 0.30676 -5.26995 0.007 -0.013 -0.002
H -1.40280 0.12604 -5.97816 0.047 0.058 -0.008
C 2.03293 0.23955 9.73193 -0.010 0.029 0.008
C 1.22647 0.41878 8.45466 -0.013 0.006 0.073
N 1.68654 -0.43427 7.37436 -0.010 -0.014 -0.035
C 1.17415 -0.05872 6.07304 0.001 0.078 -0.126
C -0.33921 -0.14740 5.83909 0.029 -0.012 -0.123
C 1.70858 -1.85862 7.66598 0.049 -0.138 0.067
C 0.40404 -2.51937 8.12811 0.024 -0.033 -0.050
H 3.09939 0.34125 9.52911 0.009 -0.014 -0.011
H 1.74783 0.99956 10.45980 -0.007 -0.002 0.007
H 1.86189 -0.73340 10.19326 0.000 -0.008 -0.006
H 1.33219 1.45287 8.11477 -0.009 0.003 -0.034
H 0.15816 0.27802 8.68567 0.006 0.011 -0.002
H 1.68676 -0.66662 5.32176 -0.005 -0.045 0.018
H 1.49128 0.97302 5.88359 -0.008 0.024 0.064
H -0.68065 -1.17944 5.77737 -0.035 0.008 0.056
H -0.58895 0.32962 4.88689 -0.003 0.013 -0.004
H -0.90487 0.35976 6.62130 0.008 -0.005 0.020
H 2.46740 -2.03319 8.43257 -0.013 0.040 0.016
H 2.07891 -2.37079 6.77444 -0.023 0.026 -0.038
H -0.06251 -1.96813 8.94558 0.008 0.010 0.011
H 0.61619 -3.52537 8.49417 0.006 -0.002 0.000
H -0.32493 -2.61364 7.32365 -0.021 0.043 0.014
```
Forces are in eV/Å.


2.
Molecular formula: C4H6N2
Method: DFT, wB97M-V/def2-TZVPD

The total charge is 0. As for the LUMO energy: 0.438 eV. The calculation puts the energy above the lowest of the compared OMol25 structures with the same formula, charge and spin at 404.9 kJ/mol.

Structure (XYZ):
```
12
Properties=species:S:1:pos:R:3:forces:R:3
N 0.13873 -0.85807 1.70630 -0.007 -0.122 0.190
C -0.09681 -0.19479 0.43268 0.104 -0.141 -0.101
C 0.09861 -1.08085 -0.57705 -0.064 0.383 -0.112
C 0.05670 -0.20895 -1.73300 0.017 0.083 -0.125
C -0.10471 1.09226 -1.32047 0.022 -0.005 -0.123
N -0.14073 1.13563 0.06589 -0.116 -0.112 0.028
H -0.63390 -0.91702 2.37193 0.103 0.036 -0.158
H 1.00408 -0.61397 2.19117 -0.121 -0.027 -0.097
H 0.27044 -1.76459 0.94274 0.004 0.105 0.280
H 0.16717 -0.49718 -2.77359 -0.043 0.057 0.188
H -0.19939 2.01258 -1.88581 0.005 -0.163 0.076
H -0.56018 1.89494 0.57919 0.095 -0.094 -0.047
```
Forces are in eV/Å.


3.
Molecular formula: C12H17N
Method: DFT, wB97M-V/def2-TZVPD

The total charge is 0. As for the LUMO energy: 0.899 eV. Its SMILES is Cc1c[nH]c2ccccc12.CCC. The calculation puts the energy above the lowest of the compared OMol25 structures with the same formula, charge and spin at 70.5 kJ/mol.

Structure (XYZ):
```
30
Properties=species:S:1:pos:R:3:forces:R:3
C -2.10110 -1.83329 2.56636 -0.564 -0.826 -0.092
C -2.15912 -1.52712 1.09815 1.029 -0.093 0.957
C -3.13315 -0.87211 0.43035 -0.234 -0.087 -0.764
N -2.69827 -0.57194 -0.84745 -0.595 -0.081 -0.172
C -1.44562 -1.09739 -1.01767 -0.156 0.288 -0.498
C -0.60643 -0.99230 -2.12173 0.143 -0.941 -0.673
C 0.62307 -1.62010 -2.06441 0.238 0.622 0.471
C 1.07400 -2.19159 -0.86059 -0.543 -0.452 -0.341
C 0.25404 -2.20126 0.24434 -0.304 0.752 0.849
C -1.05712 -1.69970 0.18606 0.230 0.631 -0.649
H -1.25777 -2.46660 2.84516 0.312 0.334 -0.224
H -2.94458 -2.48070 2.83088 -0.202 0.428 0.229
H -2.09640 -0.92261 3.16814 -0.035 -0.193 0.054
H -4.15974 -0.66731 0.67176 -0.022 0.209 0.386
H -3.31256 -0.25160 -1.58366 0.312 -0.091 0.179
H -0.94761 -0.64207 -3.08899 -0.076 0.473 0.197
H 1.32220 -1.48625 -2.88058 -0.148 -0.402 -0.185
H 1.98995 -2.76108 -0.84246 0.422 0.433 0.141
H 0.65344 -2.33286 1.23591 0.225 -0.944 0.149
C 1.51149 3.68815 -0.51441 0.986 0.019 0.181
C 1.44740 2.34695 0.17917 -0.598 -1.686 0.006
C 2.82414 1.75842 0.46797 0.896 0.357 -0.791
H 0.54857 4.16344 -0.63533 -0.136 0.244 0.104
H 1.96664 3.56682 -1.49417 -0.213 -0.218 -0.370
H 2.25768 4.33031 -0.02922 -0.564 0.245 0.316
H 0.80684 2.25378 1.06562 0.223 0.805 0.082
H 0.94096 1.63530 -0.48959 0.043 0.103 -0.080
H 3.28071 1.42432 -0.47560 -0.131 -0.016 0.104
H 3.50971 2.53884 0.80854 -0.061 0.007 0.327
H 2.90862 0.91154 1.14746 -0.477 0.079 0.109
```
Forces are in eV/Å.


4.
Molecular formula: C17H13N2O4S2
Method: DFT, wB97M-V/def2-TZVPD

The total charge is -1. As for the LUMO energy: 2.491 eV. The calculation puts the energy above the lowest of the compared OMol25 structures with the same formula, charge and spin at 221.7 kJ/mol.

Structure (XYZ):
```
38
Properties=species:S:1:pos:R:3:forces:R:3
C -1.85445 4.63572 -1.83828 0.208 -0.258 0.122
C -0.73471 3.80596 -1.78827 -0.099 -0.020 0.134
C -0.73378 2.72292 -0.90919 0.105 -0.237 -0.090
C -1.82099 2.44449 -0.10464 -0.133 0.154 0.091
C -2.95082 3.26444 -0.16211 0.080 0.031 0.016
C -2.96149 4.36293 -1.02676 0.120 -0.246 0.136
S -1.65571 0.98346 0.94883 0.789 -1.032 -0.398
O -1.41844 1.39537 2.31358 -0.603 0.151 -0.589
O -2.69695 0.04161 0.60539 -0.096 0.725 0.440
C -0.11997 0.35885 0.27688 -0.096 0.831 -0.525
C 0.17824 -0.95686 0.29037 -1.460 1.697 -3.446
C 1.33783 -1.48779 -0.37351 1.675 -0.161 -0.413
C 2.57476 -0.79999 -0.29597 -0.163 -0.575 -0.321
C 3.62865 -1.15303 -1.14060 -0.430 0.037 0.161
C 3.46076 -2.17543 -2.07541 0.014 -0.087 0.124
C 2.27637 -2.91542 -2.11331 -0.302 0.157 0.412
C 1.23870 -2.61705 -1.22291 -0.106 0.857 -0.142
S 0.62409 1.54885 -0.82680 -0.201 -0.407 1.281
O 0.74280 0.97762 -2.14863 0.373 0.493 0.276
O 1.73644 2.17807 -0.14467 0.053 0.332 -0.901
H -1.85833 5.48928 -2.51699 -0.049 -0.228 0.199
H 0.13236 3.98428 -2.41879 -0.150 -0.014 0.076
H -3.80729 3.03203 0.46527 0.094 0.080 -0.112
H -3.83645 5.01197 -1.07461 0.205 -0.220 0.045
H -0.61477 -1.66702 0.66408 0.783 0.901 -0.438
H 2.68538 0.04030 0.39022 -0.058 -0.313 -0.170
H 4.54896 -0.57504 -1.08854 -0.089 -0.205 -0.098
H 4.26339 -2.40644 -2.77274 -0.122 0.027 0.105
H 2.12868 -3.70608 -2.85131 0.165 0.181 0.244
H 0.27484 -3.13051 -1.28764 0.397 0.046 0.105
N -1.07544 -3.95221 3.33754 -0.304 -0.421 -0.660
C -0.47325 -2.95406 4.05701 -0.047 0.508 -1.536
C -0.13168 -1.91994 3.17316 -0.600 -1.468 0.474
N -0.51695 -2.29741 1.92319 -1.093 -2.534 2.810
C -1.09074 -3.52523 2.04484 0.939 0.843 2.196
H -0.32197 -2.99378 5.12701 -0.066 -0.158 -0.060
H 0.33318 -0.98155 3.38206 0.188 0.469 -0.037
H -1.49127 -4.06329 1.18225 0.080 0.064 0.488
```
Forces are in eV/Å.


Among the records above, which one has the lowest total charge? C17H13N2O4S2


Copy entry 2 word for word.
Molecular formula: C4H6N2
Method: DFT, wB97M-V/def2-TZVPD

The total charge is 0. As for the LUMO energy: 0.438 eV. The calculation puts the energy above the lowest of the compared OMol25 structures with the same formula, charge and spin at 404.9 kJ/mol.

Structure (XYZ):
```
12
Properties=species:S:1:pos:R:3:forces:R:3
N 0.13873 -0.85807 1.70630 -0.007 -0.122 0.190
C -0.09681 -0.19479 0.43268 0.104 -0.141 -0.101
C 0.09861 -1.08085 -0.57705 -0.064 0.383 -0.112
C 0.05670 -0.20895 -1.73300 0.017 0.083 -0.125
C -0.10471 1.09226 -1.32047 0.022 -0.005 -0.123
N -0.14073 1.13563 0.06589 -0.116 -0.112 0.028
H -0.63390 -0.91702 2.37193 0.103 0.036 -0.158
H 1.00408 -0.61397 2.19117 -0.121 -0.027 -0.097
H 0.27044 -1.76459 0.94274 0.004 0.105 0.280
H 0.16717 -0.49718 -2.77359 -0.043 0.057 0.188
H -0.19939 2.01258 -1.88581 0.005 -0.163 0.076
H -0.56018 1.89494 0.57919 0.095 -0.094 -0.047
```
Forces are in eV/Å.


Among the records above, which one has the lowest total charge? C17H13N2O4S2